[1]
14
Properties=species:S:1:pos:R:3:forces:R:3:lowdin_charge:R:1 method="wB97M-V/def2-TZVPD" lumo_energy_ev=1.1 gap_ha=0.40379 homo_energy_ev=-9.9 relative_energy_kcal_mol=53.4
C 1.382915 0.667328 0.749510 -0.13 0.02 -0.04 -0.06
C 1.608162 -0.730539 0.246301 -0.15 -0.15 -0.19 -0.31
C -1.929230 -0.642063 0.506259 0.01 0.23 0.04 -0.15
N -2.010409 0.570116 0.145154 -0.13 -0.44 0.02 0.01
C -0.606152 0.504825 -2.610069 1.35 0.47 -0.16 0.01
O 0.464079 0.881133 -2.674820 -1.33 -0.44 0.08 0.02
O 0.869692 -1.325543 -0.506146 0.35 0.25 0.38 0.00
H 0.391360 1.031991 0.466639 0.19 -0.05 0.05 0.05
H 2.157769 1.323707 0.333157 -0.08 -0.11 0.04 0.09
H 1.500558 0.692432 1.839656 0.01 -0.03 -0.15 0.08
H 2.534973 -1.223718 0.612071 -0.08 0.03 -0.07 0.12
H -1.256928 -0.904799 1.326080 -0.09 0.04 -0.08 0.06
H -2.482348 -1.473488 0.054767 0.06 0.16 0.00 0.07
H -2.657212 0.663453 -0.640568 0.04 0.02 0.09 0.03


[2]
15
Properties=species:S:1:pos:R:3:forces:R:3:mulliken_spin:R:1 method="wB97M-V/def2-TZVPD" multiplicity=2 s2=0.758 lumo_energy_ev="-0.1 / -1.5" gap_ha="0.31843 / 0.28071" homo_energy_ev="-8.8 / -9.1" relative_energy_kcal_mol=0.0
O 3.047415 -0.442943 -1.192714 1.16 -0.79 -0.55 0.39
C 4.169690 -0.283838 -0.515202 2.36 -2.28 0.21 -0.03
O 4.100650 0.691207 0.366889 0.98 -0.39 -0.50 0.33
O 5.148095 -1.031276 -0.636169 -1.53 1.30 0.00 0.12
Ag 2.251175 1.112460 -0.226933 -0.91 1.52 0.81 0.18
O -1.861583 1.247151 -0.259998 -1.50 0.10 -0.22 0.00
C -0.729212 0.937205 0.301523 2.17 -0.55 -1.97 0.01
C -2.746882 0.070911 -0.261721 -0.06 0.71 0.39 0.00
O 0.319331 1.523641 0.049547 -3.16 0.93 1.06 0.00
O -0.742831 -0.231668 0.890995 -0.11 -0.74 0.71 0.00
C -2.019865 -0.878167 0.701889 -0.06 -0.06 0.05 0.00
H -3.727682 0.379416 0.112281 0.27 0.02 -0.07 0.00
H -2.858527 -0.256179 -1.299345 0.29 -0.08 0.26 0.00
H -1.846553 -1.875843 0.289068 0.05 0.26 0.09 0.00
H -2.503219 -0.962084 1.679894 0.04 0.05 -0.24 0.00


[3]
17
Properties=species:S:1:pos:R:3:forces:R:3:lowdin_charge:R:1 method="wB97M-V/def2-TZVPD" lumo_energy_ev=0.0 gap_ha=0.33606 homo_energy_ev=-9.2 relative_energy_kcal_mol=72.4
C -1.435513 2.477595 -1.009031 0.33 -0.44 0.48 -0.01
C -1.331244 1.476956 -0.140007 -1.01 -2.88 -0.17 -0.24
C 1.662132 -1.124013 -0.240794 0.21 2.11 -0.55 -0.43
C -2.362785 0.375961 0.157904 -3.99 2.76 1.21 -0.13
C 2.118551 -2.267983 0.581927 -0.38 -0.79 0.41 -0.15
O 3.157948 0.533683 0.949520 1.87 0.85 1.58 -0.57
S 2.191878 0.460393 -0.111244 -1.89 -3.27 -1.09 0.90
H -2.300049 2.775394 -1.634001 0.62 -0.27 0.76 0.07
H -0.474595 2.957674 -1.067166 -0.08 0.87 -0.69 0.04
H -0.363375 1.140835 0.251043 -0.20 0.99 0.06 0.03
H 0.844862 -1.201709 -0.934742 -0.18 -0.18 -0.43 0.04
H -3.401739 0.566544 -0.343361 1.64 0.39 0.87 0.10
H -2.661330 0.133371 1.237372 0.75 1.24 -0.94 0.09
H -2.299946 -0.598694 -0.135644 1.80 -2.64 -1.56 0.00
H 2.810735 -1.843827 1.310839 -0.02 -0.42 0.22 0.06
H 2.620802 -3.120106 0.040288 -0.44 1.10 0.18 0.10
H 1.223667 -2.742077 1.087097 0.96 0.58 -0.33 0.10


[4]
15
Properties=species:S:1:pos:R:3:forces:R:3:lowdin_charge:R:1 method="wB97M-V/def2-TZVPD" lumo_energy_ev=1.0 gap_ha=0.39654 smiles=C[C@@H](O)[C@H]1CN1 homo_energy_ev=-9.8 relative_energy_kcal_mol=43.1
C 1.190852 0.629667 1.370752 -0.02 -0.03 0.05 -0.05
C 0.958340 -0.062058 0.021870 0.05 0.31 -0.05 -0.42
O 0.979348 -1.466404 0.137647 -0.15 -0.09 0.12 -0.04
C -0.381582 0.383101 -0.557888 0.13 0.18 0.06 -0.28
C -1.236365 -0.410006 -1.476380 0.03 -0.03 -0.24 -0.12
N -1.498345 -0.405530 -0.038620 -0.23 0.10 0.20 0.01
H 2.133596 0.288662 1.809742 -0.16 -0.01 -0.08 0.08
H 1.247833 1.720997 1.260626 -0.05 -0.21 -0.05 0.08
H 0.378298 0.394719 2.067255 0.09 0.01 -0.08 0.08
H 1.793645 0.217851 -0.629469 -0.22 -0.09 -0.17 0.14
H 0.085227 -1.701798 0.444171 0.19 -0.04 0.00 0.08
H -0.509018 1.463482 -0.619606 -0.02 -0.13 0.08 0.14
H -0.914485 -1.362704 -1.889314 0.09 0.16 0.15 0.11
H -1.927813 0.146147 -2.110081 0.21 -0.08 0.09 0.10
H -2.299531 0.163877 0.209296 0.06 -0.06 -0.06 0.10